Entry 1:
An isolated ion of composition HO6S2 and charge -1 at a distorted geometry. Source: the Open Molecules 2025 dataset; level of theory: ωB97M-V/def2-TZVPD.

Energy above the lowest of the compared OMol25 structures with the same formula, charge and spin in kcal/mol: 69.0
Total charge: -1
Gap between HOMO and LUMO in eV: 9.00
HOMO in Ha: -0.197
Largest force on an atom in eV/Å: 3.71

Each line ends with the Mulliken charge.
Atoms and positions in Å:
O 0.14181 0.82114 1.49213  -0.66
O -2.45291 -2.85868 -0.68998  -0.47
O -2.79247 -0.49183 -0.90738  -0.51
O -0.33038 -1.30441 2.55400  -0.53
O 0.58007 -0.43435 -0.78000  -0.35
O -0.19984 -1.26653 -0.04381  -0.35
S -1.93749 -1.63840 -1.20231  0.71
S -0.80404 -0.29865 1.61400  0.77
H 0.79380 0.36836 -0.09767  0.40

=====

Entry 2:
HfLi5O24S6 as an isolated structure at a distorted geometry. Source: the Open Molecules 2025 dataset; level of theory: ωB97M-V/def2-TZVPD.

Total charge: -3
Gap between HOMO and LUMO in eV: 1.98
HOMO in Ha: -0.019
Largest force on an atom in eV/Å: 7.81

Each line ends with the Mulliken charge.
Atoms and positions in Å:
Li 6.15688 7.60141 7.69556  1.16
Li 5.77740 11.52088 5.95527  1.09
Li 8.22023 6.60066 9.11780  0.91
Li 8.52538 5.41593 15.32034  0.79
Li 7.17984 9.64690 12.73798  0.94
Hf 4.91802 11.09807 10.53271  1.56
S 7.73757 6.04540 6.72855  1.41
O 7.24923 7.25726 5.94062  -0.71
O 9.04713 6.19069 7.51436  -0.88
O 6.64876 5.87910 7.86925  -1.01
O 7.84158 4.78609 5.96565  -0.71
S 3.85842 9.93088 7.39887  0.93
O 4.17616 10.41369 8.87808  -0.31
O 4.71825 8.72379 7.24226  -0.73
O 2.43040 9.69783 7.30015  -0.64
O 4.33797 11.02556 6.57310  -0.80
S 8.67318 6.71726 13.46120  1.20
O 8.32643 8.13286 13.58208  -0.63
O 8.63886 6.29866 12.12370  -0.50
O 9.78294 6.13162 14.26763  -0.88
O 7.27019 5.87450 14.02955  -0.89
S 7.84524 13.57338 4.35941  0.86
O 9.21663 13.02792 4.17980  -0.44
O 7.38892 14.65652 3.43392  -0.47
O 4.33748 13.01827 10.71454  -0.86
O 6.89805 12.41923 4.61281  -0.58
S 5.29565 6.24935 12.76256  0.83
O 3.87649 10.45508 12.08033  -0.72
O 6.13011 11.65972 12.89317  -0.67
O 5.63711 5.06041 11.88857  -0.47
O 4.48341 5.59372 13.89570  -0.58
S 7.40075 9.57711 10.16521  1.26
O 6.30822 8.89950 11.26638  -0.74
O 6.85409 10.96941 9.78711  -0.44
O 8.70569 9.65777 10.96148  -0.71
O 7.54307 8.60743 8.97886  -0.58

=====

Entry 3:
HgI as an isolated structure. Source: the Open Molecules 2025 dataset; level of theory: ωB97M-V/def2-TZVPD.

Energy above the lowest of the compared OMol25 structures with the same formula, charge and spin in kcal/mol: 66.4
Total charge: +1
Gap between HOMO and LUMO in eV: 3.79
HOMO in Ha: -0.527
Largest force on an atom in eV/Å: 0.59

Each line ends with the Mulliken charge.
Atoms and positions in Å:
Hg 14.07026 10.17263 9.36565  0.50
I 11.78102 13.91210 10.87198  0.50

=====

Entry 4:
HgO4P as an isolated structure at a distorted geometry. Source: the Open Molecules 2025 dataset; level of theory: ωB97M-V/def2-TZVPD.

Energy above the lowest of the compared OMol25 structures with the same formula, charge and spin in kcal/mol: 4.7
Total charge: -1
Gap between HOMO and LUMO in eV: 3.95
HOMO in Ha: -0.155
Largest force on an atom in eV/Å: 2.67

Each line ends with the Mulliken charge.
Atoms and positions in Å:
Hg -2.67616 0.77731 0.97765  0.15
P 0.50705 -0.17727 -0.11290  0.81
O 1.60643 -0.93462 0.61485  -0.56
O 0.42546 -0.71474 -1.59003  -0.42
O 0.91177 1.26834 -0.53439  -0.46
O -0.77455 -0.21902 0.64481  -0.52

=====

Entry 5:
I2O6V3 as an isolated structure at a distorted geometry. Source: the Open Molecules 2025 dataset; level of theory: ωB97M-V/def2-TZVPD.

Energy above the lowest of the compared OMol25 structures with the same formula, charge and spin in kcal/mol: 91.7
Total charge: +1
Gap between HOMO and LUMO in eV: 4.82
HOMO in Ha: -0.426
Largest force on an atom in eV/Å: 7.72

Each line ends with the Mulliken charge.
Atoms and positions in Å:
O 0.29359 0.89224 -1.10174  -0.43
V -0.43115 -0.43195 -0.80131  0.96
O 0.26483 -1.27577 0.35739  -0.68
O -0.29396 4.96857 -0.92992  -0.65
V 0.72746 3.65640 -1.01919  1.54
O -0.11692 2.31292 -0.86535  -0.54
O 1.26147 -2.31536 3.60439  -0.51
V 0.81601 -3.52167 2.59524  1.70
O 0.58140 -2.84989 1.14700  -0.46
I -0.61148 -1.82500 -2.57213  0.00
I -2.49120 0.38952 -0.41435  0.08

=====

Entry 6:
I2O6V3 as an isolated structure at a distorted geometry. Source: the Open Molecules 2025 dataset; level of theory: ωB97M-V/def2-TZVPD.

Energy above the lowest of the compared OMol25 structures with the same formula, charge and spin in kcal/mol: 15.2
Total charge: +1
Gap between HOMO and LUMO in eV: 2.56
HOMO in Ha: -0.383
Largest force on an atom in eV/Å: 4.40

Each line ends with the Mulliken charge.
Atoms and positions in Å:
O -0.69482 0.10198 0.23761  -0.57
V -0.95156 1.08298 -1.04373  0.84
O 0.22609 0.87490 -2.11422  -0.59
O 4.26549 -1.86416 -2.21732  -0.48
V 3.18115 -0.78165 -1.97252  1.80
O 1.79373 -1.12008 -2.71770  -0.38
O -0.75877 -0.61060 2.93290  -0.42
V -1.16787 -0.13069 4.34235  1.82
O -2.71403 -0.33651 4.77394  -0.46
I -2.42406 -0.91817 -2.48726  -0.23
I -0.75536 3.70199 0.26596  -0.33

=====

Entry 7:
A 2-piece molecular cluster, IN2 overall at a distorted geometry. Source: the Open Molecules 2025 dataset; level of theory: ωB97M-V/def2-TZVPD.

Energy above the lowest of the compared OMol25 structures with the same formula, charge and spin in kcal/mol: 15.6
Total charge: +1
Gap between HOMO and LUMO (spin up / spin down) in eV: 7.02 / 7.00
HOMO (spin up / spin down) in Ha: -0.669 / -0.669
Largest force on an atom in eV/Å: 3.95

Each line ends with the Mulliken charge.
Atoms and positions in Å:
N -1.74797 -0.40370 -0.00678  -0.04
N -0.96806 0.32447 0.00784  0.05
I 2.71603 0.07924 -0.00106  0.99

=====

Entry 8:
A 2-piece molecular cluster, IPS overall. Source: the Open Molecules 2025 dataset; level of theory: ωB97M-V/def2-TZVPD.

Energy above the lowest of the compared OMol25 structures with the same formula, charge and spin in kcal/mol: 51.4
Gap between HOMO and LUMO (spin up / spin down) in eV: 9.20 / 4.14
HOMO (spin up / spin down) in Ha: -0.380 / -0.274
Largest force on an atom in eV/Å: 0.79

Each line ends with the Mulliken charge.
Atoms and positions in Å:
P -0.01503 -2.71602 -0.62291  0.12
S -1.00057 -1.29018 0.06114  -0.12
I 1.01561 4.00619 0.56176  0.00

=====

> Which value of largest force on an atom does entry 7 give?

3.95 eV/Å